ORCA calculation (wB97M-V/def2-TZVPD) on a cluster of 10 separate species, C46H112NO19 in total.

```
178
Properties=species:S:1:pos:R:3:forces:R:3
C 3.412088 -3.859458 -3.569241 0.169 0.276 0.060
N 3.315265 -3.361069 -2.242490 0.194 -0.091 0.210
C 2.067288 -2.826765 -1.830352 -0.176 0.124 -0.310
C 2.197193 -1.337010 -1.425482 0.038 0.017 0.228
C 2.382076 -0.311066 -2.570378 0.054 0.101 -0.050
C 1.732476 -0.642175 -3.926567 0.047 -0.056 0.085
C 0.193199 -0.483172 -4.022822 -0.105 0.014 -0.026
C -0.590340 -0.496829 -2.700632 0.047 -0.053 -0.059
C -2.073377 -0.147242 -2.900170 -0.078 0.106 -0.078
C -2.954401 -1.284218 -3.469199 -0.024 0.126 -0.017
O -2.244125 -2.503864 -3.496945 -0.143 0.011 0.053
C -3.055046 -3.580131 -3.878407 0.035 -0.318 -0.130
H 3.744998 -4.928465 -3.653946 -0.086 0.196 0.020
H 2.469396 -3.799812 -4.170806 0.103 -0.022 0.128
H 4.177208 -3.270867 -4.133996 -0.316 -0.353 -0.295
H 1.602495 -3.328804 -0.939554 0.166 0.052 -0.172
H 1.287798 -2.919364 -2.630728 0.058 -0.005 0.177
H 3.109708 -1.307866 -0.814976 -0.274 0.068 0.000
H 1.371366 -1.022340 -0.761982 0.030 -0.108 -0.153
H 2.015953 0.678062 -2.234253 0.156 -0.186 -0.039
H 3.459564 -0.177340 -2.747774 -0.222 -0.109 -0.049
H 2.025449 -1.661147 -4.199995 -0.062 0.188 0.077
H 2.187304 0.015912 -4.683412 -0.097 -0.117 0.089
H -0.042717 0.465380 -4.535026 0.054 -0.151 0.144
H -0.214941 -1.284249 -4.656140 0.091 0.164 0.062
H -0.503219 -1.478143 -2.222462 0.035 0.181 -0.055
H -0.152605 0.230113 -2.003588 -0.111 -0.068 -0.143
H -2.137818 0.710760 -3.587872 0.010 -0.129 0.170
H -2.503844 0.194850 -1.949511 0.088 -0.145 -0.099
H -3.295457 -1.042455 -4.492955 0.080 -0.062 0.176
H -3.862956 -1.414933 -2.852596 0.142 0.071 -0.110
H -3.555836 -3.398993 -4.846566 0.094 0.013 0.188
H -2.405741 -4.455500 -3.980467 -0.110 0.159 0.014
H -3.826549 -3.808966 -3.123406 0.083 0.143 -0.102
C 0.531725 -4.134854 1.846819 -0.029 -0.036 -0.097
O 0.444999 -2.780879 1.467767 0.110 0.139 0.188
C -0.851920 -2.236957 1.464928 -0.087 -0.040 -0.082
C -1.055573 -1.300855 2.637547 0.078 0.031 -0.045
O -0.983019 -1.981688 3.881423 -0.044 -0.060 0.059
C 0.271857 -1.856571 4.518731 0.080 0.033 0.000
H 1.591310 -4.378139 1.897963 -0.009 -0.014 -0.001
H 0.059307 -4.315812 2.819413 0.022 0.005 0.011
H 0.067989 -4.784255 1.096158 -0.018 0.006 0.001
H -1.610205 -3.029701 1.485229 0.011 0.011 0.014
H -0.980686 -1.671919 0.534668 -0.003 -0.008 -0.015
H -2.043464 -0.834035 2.568970 -0.023 -0.014 -0.006
H -0.299916 -0.507713 2.597229 -0.036 0.000 0.010
H 0.419554 -0.835986 4.893079 0.001 0.006 0.002
H 1.097005 -2.103693 3.846984 -0.028 -0.029 -0.015
H 0.280650 -2.543657 5.364809 -0.011 -0.004 -0.011
C 6.220911 1.661254 2.293870 -0.008 0.024 -0.024
O 6.539651 2.218851 1.035770 -0.037 0.049 0.074
C 6.474626 1.273408 -0.024581 -0.025 -0.075 -0.022
C 5.180788 1.350670 -0.800380 -0.030 -0.053 -0.270
O 4.063121 0.979629 -0.018479 0.041 0.020 0.273
C 3.207475 2.033297 0.344509 0.043 -0.026 -0.074
H 6.173513 2.482933 3.008343 0.006 -0.009 0.009
H 5.260707 1.139931 2.273453 -0.020 0.017 0.000
H 6.992003 0.951834 2.618281 0.012 -0.009 -0.015
H 6.609372 0.259378 0.365784 0.029 0.021 -0.035
H 7.307181 1.477382 -0.703514 -0.042 -0.008 -0.016
H 5.248803 0.648309 -1.637637 0.019 0.066 0.025
H 5.045759 2.357541 -1.214621 0.006 0.013 0.049
H 2.719543 2.471456 -0.535458 0.011 0.010 -0.017
H 3.738157 2.827164 0.883141 0.002 0.000 0.022
H 2.437405 1.608028 0.987708 -0.001 0.017 0.000
C 0.454025 5.991681 -6.284519 0.031 -0.008 0.006
O -0.541035 6.114319 -5.288981 0.002 0.000 0.027
C -1.583898 5.160483 -5.410233 0.014 -0.064 -0.070
C -1.392228 3.975176 -4.486733 -0.029 0.039 0.096
O -0.250423 3.215760 -4.821001 0.004 0.019 -0.128
C 0.857095 3.416662 -3.964395 0.023 -0.072 0.061
H 1.259226 6.675564 -6.019547 -0.005 0.000 -0.013
H 0.848017 4.974116 -6.342663 0.009 0.008 0.015
H 0.062065 6.271610 -7.269650 -0.017 -0.002 -0.001
H -1.655342 4.807447 -6.446044 -0.005 0.014 0.021
H -2.524347 5.661883 -5.171426 -0.011 0.014 0.014
H -2.268197 3.322638 -4.570665 -0.008 -0.006 0.002
H -1.331874 4.323367 -3.448507 0.000 -0.007 -0.018
H 0.667205 2.999171 -2.969176 -0.022 0.005 -0.002
H 1.103000 4.478468 -3.866004 0.011 -0.009 -0.017
H 1.699176 2.882567 -4.401361 -0.002 -0.003 0.020
C -7.298839 5.696255 -8.106035 -0.001 0.001 -0.019
O -7.555442 6.152724 -6.792614 0.012 0.038 0.002
C -6.791237 5.490159 -5.801378 0.066 -0.050 -0.008
C -5.596061 6.310406 -5.359507 -0.060 0.046 0.031
O -4.663906 6.494323 -6.408123 -0.015 -0.061 -0.037
C -4.716886 7.771337 -7.010672 0.005 0.020 0.003
H -7.835103 6.357997 -8.784343 0.001 -0.015 -0.005
H -6.231998 5.720095 -8.342692 -0.007 0.021 -0.003
H -7.665548 4.673435 -8.246701 0.000 -0.006 0.014
H -6.448771 4.516689 -6.170802 -0.013 0.015 0.015
H -7.439794 5.314676 -4.938726 -0.010 0.008 0.012
H -5.089484 5.784658 -4.544010 0.010 -0.007 0.002
H -5.936129 7.279238 -4.976185 0.007 -0.020 -0.001
H -4.348521 8.545005 -6.328177 -0.007 -0.003 0.014
H -5.733090 8.029290 -7.321840 0.009 -0.011 -0.017
H -4.068026 7.738302 -7.884293 0.002 0.015 0.007
C 9.847257 1.319308 0.904838 -0.119 -0.046 0.032
O 9.515953 0.114243 0.243411 0.336 0.127 0.382
C 9.821825 0.101000 -1.140018 -0.195 0.120 0.951
C 11.057986 -0.720657 -1.439481 -0.108 0.082 0.088
O 12.229236 -0.163289 -0.865664 0.086 0.021 -0.015
C 12.606547 -0.774515 0.350476 -0.017 0.007 0.012
H 9.611997 1.173736 1.958710 0.015 0.033 0.014
H 10.905296 1.582365 0.805267 0.029 -0.090 -0.050
H 9.238046 2.149414 0.532133 0.004 0.018 0.002
H 9.960351 1.124062 -1.509675 0.036 0.090 -0.006
H 8.968019 -0.335651 -1.670941 1.276 1.073 2.577
H 11.203423 -0.762186 -2.522209 0.059 -0.013 -0.032
H 10.908494 -1.745088 -1.078916 0.005 -0.024 -0.009
H 12.951326 -1.802060 0.185868 -0.003 -0.011 -0.014
H 11.781928 -0.794794 1.067593 0.004 0.021 -0.001
H 13.428873 -0.190101 0.761102 0.004 -0.010 0.000
C -4.024483 -2.236092 4.799927 0.029 0.052 -0.060
O -5.364638 -1.995348 5.201699 -0.036 0.017 -0.037
C -5.470308 -1.050390 6.249205 0.051 0.047 0.048
C -5.840502 0.331424 5.747990 -0.072 -0.060 0.008
O -4.823682 0.927052 4.961884 0.029 -0.037 0.014
C -5.042769 0.813952 3.570977 0.014 -0.001 -0.019
H -4.058473 -2.906980 3.943070 0.014 -0.012 0.017
H -3.510748 -1.315875 4.514041 -0.018 -0.010 -0.004
H -3.456902 -2.702873 5.606687 0.017 -0.004 0.008
H -4.535379 -1.005465 6.819674 -0.017 -0.021 -0.012
H -6.259115 -1.392744 6.926539 -0.011 0.014 0.017
H -6.021591 0.982242 6.608322 0.009 0.006 0.011
H -6.773906 0.264164 5.179636 0.012 0.029 0.004
H -5.899034 1.422469 3.255595 -0.013 0.000 0.012
H -5.220668 -0.221600 3.268713 0.016 0.001 0.000
H -4.148105 1.185579 3.073573 -0.012 0.001 -0.006
C 6.552018 -2.785862 -5.008336 -0.028 -0.226 0.211
O 7.946069 -2.683629 -4.736943 0.077 0.208 -0.130
C 8.368361 -1.348518 -4.555819 -0.340 -0.040 0.178
C 8.358207 -0.919446 -3.087734 -0.765 -0.946 -2.311
O 7.062620 -0.853299 -2.530343 0.207 0.077 -0.020
C 6.687777 -1.983626 -1.734837 -0.049 -0.075 0.091
H 6.252800 -3.797389 -4.744168 -0.053 0.015 -0.069
H 5.980856 -2.093362 -4.394246 -0.070 0.009 0.035
H 6.321238 -2.602044 -6.063790 0.140 0.030 -0.024
H 7.731921 -0.662481 -5.129974 0.047 -0.001 -0.020
H 9.389090 -1.267935 -4.941199 0.064 0.023 0.044
H 8.798318 0.082360 -3.016691 -0.352 -0.262 -1.111
H 8.989488 -1.611007 -2.512598 -0.265 -0.287 -0.595
H 7.177726 -1.932978 -0.755006 0.014 0.041 0.002
H 6.961927 -2.923020 -2.214912 0.012 0.000 -0.113
H 5.601912 -1.982099 -1.616692 -0.039 -0.022 -0.070
C -9.427216 -1.450887 6.029053 0.030 -0.018 -0.010
O -9.388371 -0.037545 5.943604 -0.057 0.034 0.014
C -9.456289 0.452832 4.617287 0.019 -0.035 -0.097
C -10.830790 0.986549 4.269046 0.009 0.023 0.111
O -11.817564 -0.029081 4.270081 0.017 -0.021 -0.015
C -12.589000 -0.071053 5.452945 -0.007 -0.013 0.021
H -9.537974 -1.703469 7.082533 0.014 -0.011 -0.007
H -10.269092 -1.863959 5.466607 -0.011 0.005 0.026
H -8.499094 -1.894508 5.651955 0.001 0.006 -0.016
H -9.176909 -0.333710 3.907031 0.008 0.027 0.000
H -8.731152 1.266707 4.519794 -0.004 0.019 -0.002
H -10.798053 1.420433 3.266008 0.007 -0.008 -0.017
H -11.101738 1.781394 4.974184 -0.004 -0.007 -0.026
H -13.232665 0.812224 5.535889 0.008 0.011 -0.008
H -11.960738 -0.130742 6.345586 -0.002 -0.019 -0.007
H -13.217151 -0.958321 5.393133 -0.007 0.011 0.007
C -1.359696 -4.613862 10.540668 0.007 0.009 0.015
O -1.032781 -5.173606 9.285716 0.018 0.028 -0.019
C -2.158688 -5.431554 8.465862 -0.076 0.030 0.015
C -2.374523 -4.355275 7.421011 0.069 -0.041 -0.004
O -2.693772 -3.103169 8.004186 0.006 -0.019 0.009
C -1.596502 -2.208513 8.054103 -0.004 0.025 0.043
H -0.422354 -4.340222 11.022542 -0.011 -0.004 0.009
H -1.988184 -3.725179 10.438859 0.019 0.009 -0.006
H -1.882287 -5.340871 11.173136 -0.008 -0.011 -0.010
H -3.061150 -5.527721 9.081417 0.016 -0.010 -0.018
H -1.990753 -6.386097 7.959898 0.010 -0.008 -0.015
H -3.208910 -4.652751 6.779276 -0.018 0.000 0.005
H -1.483610 -4.265659 6.789000 -0.022 -0.006 0.006
H -1.319608 -1.856586 7.054748 -0.049 -0.038 -0.026
H -0.724561 -2.675741 8.519666 0.011 0.027 0.004
H -1.909521 -1.353707 8.652233 0.006 0.005 -0.011
```
Forces are in eV/Å.

Charge   -1
2S+1   1
Max |F|   3.07 eV/A
E_HOMO   -1.419 eV